[1]
Computed, not measured: a single C4H5BrO2 molecule, with the ωB97M-V functional and the def2-TZVPD basis.

LUMO (alpha / beta): -1.029 / -1.028 eV
HOMO energy (alpha / beta): -9.9 / -9.9 eV
orbital gap (alpha / beta): 8.9 / 8.9 eV

Structure (XYZ):
```
12
Properties=species:S:1:pos:R:3:forces:R:3
C -0.3434 1.1238 0.0156 -0.85 -0.50 -0.36
C -0.3190 -1.4830 -0.3305 -0.45 -0.55 0.91
C -1.0906 -0.2136 -0.2220 1.46 -1.46 2.84
C 1.1361 0.9924 0.2144 2.16 0.12 -0.92
O -0.9846 2.1487 -0.0519 0.91 -0.72 0.26
O -0.2340 -1.3794 1.0626 -1.42 2.03 -1.65
Br -2.8917 -0.2948 0.0389 -0.61 0.25 -0.11
H -0.8447 -2.4415 -0.5799 0.57 1.15 -0.70
H 0.6071 -1.1849 -0.7733 0.81 -0.98 -0.94
H 1.6586 1.7226 0.8306 -0.70 0.60 -0.23
H 1.7005 0.9244 -0.7440 -0.82 1.07 -0.17
H 1.6057 0.0853 0.5396 -1.07 -1.02 1.06
```
Positions in Å, forces in eV/Å.

Need the Löwdin charges? In units of e they are:
1 C -0.4312
2 C -0.3443
3 C -0.5645
4 C -0.0232
5 O 0.0797
6 O -0.1193
7 Br 0.9085
8 H 0.1352
9 H 0.0875
10 H 0.0959
11 H 0.1096
12 H 0.0661


[2]
Computed, not measured: a molecular structure, C4H5BrO2, with the ωB97M-V functional and the def2-TZVPD basis.

LUMO: -0.587 eV
HOMO energy: -10.1 eV
orbital gap: 9.5 eV

Structure (XYZ):
```
12
Properties=species:S:1:pos:R:3:forces:R:3
C -1.0961 1.3879 0.1184 0.24 -1.40 1.35
C -1.1193 -0.1862 0.1874 -0.14 2.46 -1.33
C 1.3742 -0.0084 -0.1253 -0.04 -0.98 -1.24
C 0.1784 -0.8160 0.0847 -0.62 -4.31 2.92
O -0.8845 2.2519 0.8923 -0.19 0.92 1.14
O -1.1122 1.2289 -1.1047 -0.30 -0.96 -1.74
Br -2.6401 -1.1738 -0.1239 -0.20 -0.13 0.26
H 1.1703 0.4571 -1.0664 0.80 0.79 -0.56
H 2.1723 -0.7299 -0.1586 0.67 0.16 -0.28
H 1.5003 0.6284 0.6754 0.55 1.83 1.36
H 0.2645 -1.3225 1.1959 -0.37 0.93 -2.22
H 0.1921 -1.7175 -0.5753 -0.39 0.67 0.33
```
Positions in Å, forces in eV/Å.

Need the Löwdin charges? In units of e they are:
1 C -0.7213
2 C -0.5457
3 C -0.0840
4 C -0.3353
5 O 0.1360
6 O 0.0905
7 Br 0.8854
8 H 0.0908
9 H 0.0920
10 H 0.0694
11 H 0.1970
12 H 0.1253


[3]
Computed, not measured: a molecular structure, C4H5BrO2, with the ωB97M-V functional and the def2-TZVPD basis.

LUMO (alpha / beta): 0.291 / -2.013 eV
HOMO energy (alpha / beta): -7.5 / -8.9 eV
orbital gap (alpha / beta): 7.8 / 6.8 eV
2S+1: 3

Structure (XYZ):
```
12
Properties=species:S:1:pos:R:3:forces:R:3
C -0.1382 -0.8502 -0.5610 -2.65 -1.33 1.55
C 2.4565 -0.2277 1.7116 2.99 -2.84 3.90
C 2.1878 -0.0829 0.5055 -2.75 0.75 -4.60
C -2.0985 0.5113 -0.8842 0.04 1.32 1.81
O 3.0100 -0.7589 2.5931 -0.66 0.77 1.40
O -0.8383 -0.0187 -1.2809 0.52 2.12 -2.85
Br 2.5121 1.6305 -0.2349 -0.50 -0.59 -0.29
H -0.9535 -1.4050 -0.0789 1.21 -1.57 0.84
H 1.1513 -1.0289 0.2660 0.81 2.87 -0.99
H -2.6732 1.1205 -1.6030 0.66 -1.25 -0.63
H -1.9094 1.2763 -0.1464 0.46 0.46 0.53
H -2.7068 -0.1664 -0.2868 -0.12 -0.71 -0.67
```
Positions in Å, forces in eV/Å.

Need the Löwdin charges? In units of e they are:
1 C -0.0551
2 C -0.4200
3 C -0.6015
4 C -0.0743
5 O 0.1452
6 O -0.1864
7 Br 0.7036
8 H 0.0778
9 H 0.1408
10 H 0.1037
11 H 0.0803
12 H 0.0859


[4]
Computed, not measured: a molecular structure, C4H5CaLiO6, with the ωB97M-V functional and the def2-TZVPD basis.

LUMO: -0.696 eV
HOMO energy: -6.6 eV
orbital gap: 5.9 eV

Structure (XYZ):
```
17
Properties=species:S:1:pos:R:3:forces:R:3
O -1.3176 1.0646 0.6136 -0.19 0.27 -0.49
C -0.1785 1.4554 1.3606 0.15 0.25 0.44
C 0.6927 0.2537 1.7331 -0.12 0.16 -0.16
O 0.7041 -0.7896 0.7696 0.08 -0.56 -0.65
C 1.1653 -0.5448 -0.4994 2.49 0.57 0.29
O 1.1897 0.6342 -0.9325 -0.79 -0.76 0.22
O 1.8017 -1.5320 -1.0406 -0.37 1.12 1.93
H -2.0717 0.8153 1.1514 0.11 -0.14 0.08
H -0.4775 1.9609 2.2905 0.07 -0.01 -0.21
H 0.3657 2.1630 0.7280 -0.08 -0.23 0.26
H 0.2946 -0.2303 2.6337 0.15 0.09 -0.20
H 1.7175 0.6013 1.9319 -0.21 -0.08 -0.02
O -0.9277 -2.5048 -2.5317 -1.42 -1.11 0.09
C -0.9913 -1.2964 -2.0363 -1.19 0.54 -1.05
O -2.0848 -0.6837 -2.0742 0.34 0.68 0.79
Li -0.8727 0.7319 -1.2689 -0.20 -0.68 -0.13
Ca 0.9907 -2.0989 -2.8288 1.18 -0.12 -1.19
```
Positions in Å, forces in eV/Å.

Need the Löwdin charges? In units of e they are:
1 O -0.1085
2 C -0.2237
3 C -0.1455
4 O -0.0052
5 C -0.7582
6 O -0.0590
7 O -0.2504
8 H 0.1141
9 H 0.1276
10 H 0.1142
11 H 0.1314
12 H 0.1388
13 O -0.3650
14 C -0.7051
15 O -0.1749
16 Li 0.6831
17 Ca 1.4863


[5]
Computed, not measured: 2 unconnected molecules or ions with the total composition C4H5Cl, with the ωB97M-V functional and the def2-TZVPD basis.

LUMO (alpha / beta): 0.168 / -0.767 eV
HOMO energy (alpha / beta): -9.1 / -8.4 eV
orbital gap (alpha / beta): 9.3 / 7.6 eV

Structure (XYZ):
```
10
Properties=species:S:1:pos:R:3:forces:R:3
C -1.3020 -1.6898 0.0362 0.25 0.69 3.31
C 1.0805 1.9296 0.0956 1.12 1.65 0.44
C -0.9331 -1.0331 -0.9918 1.02 0.96 0.42
C 0.8418 0.6637 0.3814 0.83 0.18 -0.14
Cl 1.7935 -0.4289 1.3047 -0.38 0.23 -0.37
H -2.0013 -2.5076 0.1802 0.01 -0.17 -0.50
H -0.9042 -1.2525 1.0473 -0.76 -1.14 -1.65
H 1.9932 2.6769 0.3389 -1.88 -2.37 -0.19
H 0.2788 2.4805 -0.3742 -0.11 -0.08 -0.39
H -0.8472 -0.8388 -2.0182 -0.12 0.05 -0.94
```
Positions in Å, forces in eV/Å.

Need the Löwdin charges? In units of e they are:
1 C -0.1350
2 C -0.1478
3 C 0.0492
4 C -0.6192
5 Cl 0.5839
6 H 0.0493
7 H 0.0609
8 H 0.1094
9 H 0.0282
10 H 0.0213


[6]
Computed, not measured: a molecular structure, C4H5Cl2CuF6NO7S3, with the ωB97M-V functional and the def2-TZVPD basis.

LUMO (alpha / beta): 0.286 / -2.277 eV
HOMO energy (alpha / beta): -11.2 / -11.2 eV
orbital gap (alpha / beta): 11.5 / 8.9 eV
2S+1: 2

Structure (XYZ):
```
29
Properties=species:S:1:pos:R:3:forces:R:3
Cu -0.2652 -0.3149 0.4090 -0.69 -0.16 -0.35
F -0.9302 4.4779 0.3115 0.01 -0.02 0.02
C -0.0245 3.6938 -0.2554 -0.05 -0.02 -0.01
F 0.7497 3.1679 0.6847 0.03 -0.01 -0.02
F 0.7170 4.4048 -1.0925 -0.01 0.03 -0.01
S -0.9090 2.3535 -1.1909 0.06 -0.12 -0.10
O -1.2035 1.3422 -0.1614 -0.09 0.38 0.02
O -2.0134 2.9828 -1.8141 0.01 0.02 -0.08
N 0.1574 1.8076 -2.2319 0.00 -0.11 0.21
S 0.9380 0.5334 -1.7541 0.42 0.31 0.00
O 0.1001 -0.6607 -1.6300 -0.11 -0.28 0.04
O 1.7412 0.7083 -0.5619 0.21 0.12 -0.06
C 2.0972 0.2579 -3.1579 -0.12 0.00 -0.11
F 2.9201 1.2883 -3.2494 0.00 0.01 0.00
F 2.7819 -0.8435 -2.8893 0.01 -0.01 0.00
F 1.4295 0.1093 -4.2888 0.01 -0.01 0.02
Cl -2.9121 -1.3970 -0.0199 0.04 -0.07 -0.03
C -2.5402 -3.1324 -0.1923 -0.07 0.08 0.08
Cl -2.1445 -3.5624 -1.8530 0.02 0.00 -0.01
H -3.4237 -3.6787 0.1127 0.01 -0.02 -0.01
H -1.6905 -3.3414 0.4455 0.01 -0.03 -0.02
C 1.3401 -1.1947 3.5150 -0.02 0.00 0.00
S -0.1984 -1.3852 2.6843 0.15 -0.16 0.20
O 0.1128 -2.0089 1.3513 0.18 -0.01 -0.11
O -1.0915 -2.1214 3.5107 -0.04 0.03 -0.01
O -0.6320 -0.0080 2.2817 0.01 0.06 0.31
H 1.7193 -2.1872 3.7454 0.00 0.00 0.00
H 1.1528 -0.6361 4.4292 0.00 0.00 0.00
H 2.0217 -0.6553 2.8619 0.01 -0.01 0.02
```
Positions in Å, forces in eV/Å.

Need the Löwdin charges? In units of e they are:
1 Cu 0.5438
2 F 0.1632
3 C -0.6752
4 F 0.1542
5 F 0.1592
6 S 0.6735
7 O -0.3550
8 O -0.2099
9 N -0.2617
10 S 0.6431
11 O -0.3060
12 O -0.2712
13 C -0.6909
14 F 0.1719
15 F 0.1685
16 F 0.1735
17 Cl 0.6175
18 C -0.9660
19 Cl 0.5451
20 H 0.0306
21 H 0.0082
22 C -0.1136
23 S 0.4936
24 O -0.3538
25 O -0.2471
26 O -0.3318
27 H 0.0800
28 H 0.0807
29 H 0.0757


Going through the records in order, we get maximum force values of 0.0682 0.1019 0.1104 0.0501 0.0660 0.0153 Eh/bohr.
Going through the records in order, we get E values of -2879.7828 -2879.8238 -2879.5870 -1292.0970 -615.3657 -5091.4593 hartree.
Going through the records in order, we get energy relative to the best compared isomer or geometry (same formula, charge and spin) values of 276.1 168.3 405.7 13.8 498.8 0.0 kJ/mol.